[1]
Below is a 2-piece molecular cluster, C4H14N3O2 overall in a non-equilibrium geometry, with properties calculated with the ωB97M-V functional and the def2-TZVPD basis.

Positions of all 23 atoms, in Å:
H -1.76 0.31 1.30
N -0.46 -1.30 1.82
H -2.54 -1.23 1.42
N -0.26 -1.63 0.39
O 0.98 2.32 -1.55
C 0.99 -2.29 0.18
C -1.71 -0.60 1.88
H -0.37 -0.29 -0.18
H 1.80 -2.01 0.83
H -0.77 2.92 -2.65
C 0.20 2.49 -2.82
N 1.12 1.50 0.58
H -2.09 -0.47 2.88
H 1.85 2.18 0.62
H 1.17 0.71 1.18
C 0.62 1.49 -0.66
H -0.47 -2.10 2.52
H 0.83 -3.29 0.62
H 1.21 -2.10 -0.81
O -0.30 0.66 -0.88
H 0.65 3.45 -3.32
H 0.28 1.54 -3.42
H -0.98 -2.28 0.06

Values from the calculation:
lowest unoccupied orbital energy	-2.5	eV
2S+1	1
total charge	+1
HOMO	-0.497	hartree
Kohn-Sham gap	11.01	eV

=====

[2]
Below is C24H43CoN2OP3S as an isolated structure in a non-equilibrium geometry, with properties calculated with the ωB97M-V functional and the def2-TZVPD basis.

Positions of all 75 atoms, in Å:
Co 0.20 0.10 -0.09
H 3.62 0.60 -0.49
C -2.77 1.92 0.76
H -2.30 2.14 -4.20
P 2.14 -0.12 1.31
H 1.30 -4.07 -0.53
H 2.11 1.78 -1.06
H -2.50 2.85 0.25
H 0.64 1.82 7.33
H -2.12 3.63 -6.21
S -0.36 -2.42 4.91
H -1.16 -3.54 -0.86
H -2.80 -0.88 1.71
H 2.72 -1.29 -1.80
H -0.41 -3.33 -2.45
C -1.62 1.90 -5.01
C 1.73 -1.53 -2.20
H 0.80 0.94 -7.92
C -0.13 2.07 5.31
H -1.05 1.99 3.33
C -0.78 0.78 -4.90
H -0.28 -0.77 -3.78
H -4.06 -0.48 0.50
H 0.02 3.15 5.30
C -0.62 2.39 -7.18
C -0.96 -2.01 3.32
H 1.99 -1.09 3.54
C 3.64 -0.21 0.24
H -0.54 3.05 -8.05
C 0.13 1.21 -7.10
H 0.77 -3.34 1.01
H 1.80 -2.47 -2.76
C -0.80 -2.79 -1.58
C 0.39 2.28 0.23
H 1.89 1.47 3.12
H -0.51 2.91 0.22
H 4.52 -0.12 0.88
C -0.38 -0.72 5.30
H -1.65 -2.17 -1.89
H 0.84 2.25 1.23
H 1.42 -0.69 -2.84
C -2.42 0.69 -1.72
C 0.14 -0.09 6.43
C -0.84 0.04 4.20
H 3.61 1.01 2.91
P -1.88 0.49 0.01
H 0.49 1.98 -1.93
H -1.71 1.35 -2.23
H -2.40 -0.26 -2.26
C 0.05 0.39 -5.97
H -2.52 2.00 1.82
C 2.68 1.27 2.38
C 1.33 -3.16 0.08
C -1.50 2.72 -6.14
H 3.70 -1.17 -0.29
O -0.67 0.13 -3.69
N -1.02 -3.00 2.37
P 0.54 -1.79 -0.84
H -2.87 -1.75 0.14
H 2.85 2.17 1.79
H -1.13 -3.92 2.79
H -3.43 1.13 -1.80
H 1.94 -2.38 2.33
C -0.72 1.44 4.21
H -1.72 -2.79 1.66
C 0.26 1.31 6.44
H 0.44 -0.70 7.28
C 1.03 1.89 -0.97
C -3.02 -0.79 0.64
H 0.68 -0.50 -5.89
H 2.39 -2.94 0.30
C 2.41 -1.43 2.58
N -1.16 -0.73 3.09
H -3.86 1.78 0.67
H 3.49 -1.60 2.70

Values from the calculation:
lowest unoccupied orbital energy (alpha / beta)	-7.7 / -11.8	eV
2S+1	5
total charge	+3
HOMO (alpha / beta)	-0.545 / -0.591	hartree
Kohn-Sham gap (alpha / beta)	7.17 / 4.29	eV